{
  "formula": "C4H14N3",
  "method": "ωB97M-V with the def2-TZVPD basis set",
  "elements": ["N", "N", "N", "C", "C", "C", "C", "H", "H", "H", "H", "H", "H", "H", "H", "H", "H", "H", "H", "H", "H"],
  "positions_angstrom": [[1.8655, 0.1048, -1.0287], [-0.7036, 0.8695, 0.4960], [1.7981, 0.6092, 0.2627], [-1.6676, 0.3048, -0.1511], [-1.3825, -0.6984, -1.0560], [2.6777, -0.1813, 1.1670], [-3.0735, 0.4419, 0.2475], [-3.8196, 0.1233, -0.5275], [2.7175, 0.2320, -1.4585], [0.3574, 0.6484, 0.5299], [-3.4262, 1.3372, 0.6240], [-2.0230, -1.5337, -0.8773], [3.0692, -0.9191, 0.5301], [2.0391, -0.7544, 1.7913], [3.4445, 0.3783, 1.7039], [-0.3153, -1.0528, -1.2047], [1.1599, 0.3734, -1.6051], [-0.9941, 1.6478, 1.1162], [1.8652, 1.6617, 0.4053], [-1.9709, -0.3969, -1.9114], [-3.0673, -0.2077, 1.0402]],
  "mulliken_charge": [-0.57, -0.27, -0.31, 1.04, -1.34, -0.87, -1.51, 0.33, 0.24, 0.43, 0.48, 0.41, 0.39, 0.28, 0.33, 0.38, 0.16, 0.24, 0.33, 0.40, 0.43],
  "orbital_gap_ev": 9.74,
  "total_energy_ev": -8836.853,
  "e_homo_ev": -13.1539,
  "e_above_lowest_kj_mol": 305.9,
  "total_charge": 1,
  "lumo_ev": -3.41
}